Record 1
{
  "formula": "C47H116F30N7O4P5",
  "method": "ωB97M-V/def2-TZVPD",
  "total_charge": 2,
  "molar_mass_g_mol": 1568.3,
  "orbital_gap_ev": 8.421,
  "fmax_ev_per_a": 5.0,
  "species": ["H", "C", "F", "H", "O", "H", "H", "C", "P", "C", "H", "F", "C", "P", "H", "H", "C", "H", "H", "H", "F", "H", "H", "F", "H", "C", "C", "F", "C", "F", "H", "N", "C", "H", "H", "H", "C", "C", "C", "C", "H", "H", "H", "H", "C", "N", "F", "C", "H", "H", "H", "N", "P", "C", "H", "H", "H", "H", "C", "H", "H", "H", "F", "C", "H", "H", "F", "H", "H", "H", "H", "H", "H", "C", "H", "N", "H", "H", "F", "C", "F", "H", "O", "H", "H", "H", "H", "H", "C", "C", "O", "C", "H", "F", "F", "C", "H", "C", "H", "H", "H", "H", "F", "H", "H", "H", "C", "H", "F", "H", "H", "H", "H", "H", "H", "F", "H", "H", "F", "H", "F", "C", "C", "H", "H", "C", "H", "F", "C", "H", "H", "H", "H", "P", "F", "H", "F", "C", "H", "H", "H", "C", "F", "H", "P", "H", "C", "H", "H", "C", "H", "H", "C", "H", "C", "H", "N", "H", "C", "H", "H", "H", "H", "H", "C", "C", "H", "H", "H", "H", "H", "H", "H", "H", "F", "H", "F", "C", "H", "H", "F", "N", "C", "H", "F", "H", "O", "C", "F", "H", "F", "H", "H", "C", "C", "H", "H", "H", "H", "H", "F", "H", "C", "N", "H", "C", "F", "H", "C"],
  "coordinates": [[-21.83, 14.96, -2.16], [-22.38, 7.12, 1.54], [-24.24, 9.20, -8.08], [-17.67, 14.08, 2.70], [-27.21, 20.97, -4.22], [-32.00, 7.84, -4.14], [-23.63, 8.51, 2.63], [-24.42, 11.63, -2.28], [-32.46, 15.04, -5.83], [-24.08, 15.46, 0.24], [-22.89, 5.28, 1.16], [-25.98, 13.11, 0.92], [-22.87, 8.58, 1.85], [-26.11, 12.35, 2.35], [-34.09, 9.59, -4.67], [-28.79, 7.58, 3.85], [-31.45, 9.67, 4.42], [-26.25, 13.62, -2.37], [-24.04, 6.16, 2.25], [-29.00, 11.53, -0.13], [-22.46, 9.15, -5.40], [-24.45, 6.95, -4.46], [-25.35, 5.92, -2.26], [-25.96, 16.26, -4.89], [-31.12, 18.02, -3.88], [-27.88, 11.20, -4.01], [-24.86, 8.20, 0.55], [-32.39, 16.55, -5.46], [-29.85, 7.71, 4.05], [-24.73, 9.70, -5.95], [-25.22, 7.69, -2.03], [-26.95, 11.72, -2.89], [-24.34, 17.26, -2.59], [-28.84, 11.71, -3.88], [-24.50, 18.23, -2.12], [-30.18, 10.63, 2.38], [-27.31, 19.81, -3.45], [-23.85, 6.32, -1.10], [-19.98, 11.26, 0.05], [-31.81, 8.88, -3.89], [-26.63, 13.67, -4.01], [-20.69, 13.32, 0.30], [-28.95, 18.20, -6.85], [-29.04, 10.97, 4.99], [-29.08, 9.89, 5.17], [-30.01, 9.27, 4.05], [-23.79, 7.64, -6.58], [-19.26, 12.64, 4.32], [-21.38, 13.00, 2.57], [-19.72, 13.61, 4.51], [-29.99, 20.41, -4.22], [-23.08, 16.68, -1.94], [-25.36, 15.60, -6.23], [-27.39, 11.33, -1.44], [-28.55, 9.82, 2.52], [-23.17, 11.93, -3.86], [-21.02, 11.36, 2.72], [-17.48, 11.56, 2.53], [-28.79, 11.88, -1.14], [-30.47, 7.12, 3.37], [-33.50, 11.61, -4.33], [-18.50, 13.84, 1.18], [-25.57, 13.71, 2.93], [-23.84, 7.12, -3.57], [-29.52, 9.83, 6.16], [-31.66, 9.36, 5.44], [-24.79, 14.32, -5.39], [-29.22, 20.43, -5.81], [-28.07, 19.95, -2.69], [-17.80, 13.89, 6.75], [-19.85, 11.49, -1.00], [-26.61, 11.70, -0.77], [-17.25, 13.45, 4.58], [-32.54, 9.24, 3.50], [-17.21, 12.40, 7.05], [-24.53, 6.68, 0.23], [-32.16, 8.74, -1.07], [-18.17, 10.25, 0.29], [-27.78, 12.54, 2.42], [-21.89, 17.67, -2.16], [-30.33, 7.12, 0.60], [-18.89, 10.38, 2.66], [-33.08, 7.96, 3.81], [-25.70, 8.53, -0.05], [-26.42, 5.92, -0.32], [-22.93, 6.55, -3.73], [-21.83, 17.94, -3.22], [-22.59, 15.26, -3.64], [-18.52, 11.21, 0.68], [-23.50, 6.18, 1.31], [-31.46, 11.87, -4.25], [-23.18, 16.52, -0.32], [-32.90, 7.43, -2.14], [-25.95, 16.74, -7.17], [-31.28, 14.70, -4.71], [-28.82, 13.36, -1.21], [-21.00, 17.12, -1.85], [-27.68, 18.66, -4.32], [-33.50, 10.93, -1.74], [-19.98, 11.98, 4.81], [-24.21, 13.68, 0.68], [-28.10, 10.13, -3.98], [-32.64, 13.46, -6.20], [-20.56, 10.36, 0.26], [-21.78, 7.03, 0.63], [-23.97, 10.08, 0.94], [-22.77, 15.31, -2.57], [-26.35, 19.54, -3.01], [-33.55, 15.63, -6.86], [-32.86, 12.87, -3.24], [-33.40, 9.89, 3.33], [-18.91, 12.46, 6.91], [-25.59, 10.14, -3.24], [-22.84, 6.74, -1.04], [-23.56, 8.17, -3.49], [-30.32, 7.12, -1.80], [-28.04, 9.57, 5.25], [-26.45, 20.82, -4.79], [-23.94, 16.41, -6.16], [-27.33, 10.25, -1.35], [-26.13, 11.59, 3.79], [-18.50, 11.31, 2.24], [-29.89, 19.87, -5.16], [-19.31, 14.80, 2.27], [-31.51, 10.75, 4.44], [-29.21, 17.60, -5.98], [-24.57, 11.14, -1.32], [-22.17, 8.72, -7.68], [-25.76, 5.90, 0.54], [-30.81, 19.69, -5.71], [-22.19, 11.76, -2.36], [-21.71, 6.73, 2.30], [-27.05, 18.44, -5.18], [-23.36, 9.22, -6.75], [-26.32, 11.01, 1.56], [-33.81, 8.09, 4.42], [-24.56, 12.02, 2.37], [-29.64, 9.71, 2.56], [-29.05, 14.04, -3.30], [-29.77, 16.88, -3.52], [-23.53, 14.57, -2.33], [-32.75, 10.77, -2.52], [-22.96, 10.71, -7.02], [-25.07, 15.56, -0.20], [-29.24, 7.53, -0.59], [-25.24, 8.09, 1.57], [-27.00, 13.25, -3.07], [-24.40, 12.70, -2.06], [-17.78, 11.91, 0.29], [-20.67, 12.25, 2.21], [-27.54, 17.73, -3.76], [-31.94, 9.50, -4.77], [-18.66, 13.93, 2.26], [-25.36, 11.61, -4.24], [-23.01, 11.36, -2.95], [-29.86, 13.67, -1.11], [-29.22, 18.54, -4.74], [-28.16, 13.77, -0.44], [-23.62, 9.09, 0.64], [-31.79, 10.73, -2.02], [-23.73, 5.25, -1.25], [-28.47, 16.80, -5.89], [-22.85, 10.29, -3.06], [-25.55, 4.83, 0.64], [-28.29, 13.94, -2.53], [-20.79, 12.33, 0.74], [-25.01, 16.42, -2.37], [-29.54, 11.32, -1.71], [-23.08, 8.97, -0.29], [-34.67, 8.20, -3.64], [-27.51, 11.43, -5.00], [-35.00, 9.86, -3.06], [-24.08, 15.67, 1.31], [-31.55, 12.47, -4.99], [-26.74, 14.78, -6.47], [-30.07, 7.41, 5.08], [-28.63, 5.94, -0.60], [-24.67, 6.77, -2.24], [-23.48, 17.51, 0.02], [-24.12, 17.36, -3.65], [-28.04, 7.88, -1.68], [-19.26, 12.54, 2.77], [-18.00, 12.86, 6.46], [-17.44, 11.68, 4.85], [-31.31, 15.23, -6.94], [-30.81, 9.13, -3.51], [-23.71, 14.17, 0.02], [-25.53, 11.23, -3.24], [-33.68, 14.85, -4.78], [-29.93, 18.45, -2.69], [-29.89, 9.02, -0.56], [-26.25, 6.27, 1.44], [-21.84, 12.16, 0.50], [-30.07, 17.92, -3.63], [-17.89, 12.67, 4.97], [-22.00, 9.18, 2.12], [-30.23, 17.23, -6.09], [-29.99, 8.88, 1.93], [-22.22, 16.17, 0.05], [-32.11, 9.27, 2.50], [-24.67, 14.95, -7.56], [-33.92, 8.59, -1.17], [-34.34, 9.24, -3.68], [-32.94, 9.35, -2.92], [-27.92, 14.94, -2.31], [-32.99, 8.42, -1.71], [-28.12, 7.74, 0.62], [-22.02, 18.59, -1.59], [-32.73, 11.85, -3.60]]
}

=====

Record 2
{
  "formula": "C5H30NO12",
  "method": "ωB97M-V/def2-TZVPD",
  "total_charge": -1,
  "molar_mass_g_mol": 296.3,
  "orbital_gap_ev": 9.043,
  "fmax_ev_per_a": 2.8,
  "de_lowest_kj_mol": 276.4,
  "species": ["H", "H", "O", "H", "H", "H", "O", "C", "O", "H", "H", "H", "H", "H", "H", "H", "O", "O", "C", "O", "H", "H", "H", "O", "H", "H", "O", "H", "H", "H", "H", "C", "O", "H", "O", "H", "C", "C", "H", "H", "H", "N", "H", "O", "H", "H", "H", "O"],
  "coordinates": [[0.39, 0.99, 3.44], [0.35, 0.17, 2.23], [-2.70, 0.33, -0.32], [-0.10, -5.45, 1.15], [2.07, 2.79, -0.74], [-2.13, 3.17, -3.27], [-0.46, -2.28, 2.25], [3.47, -0.84, 0.11], [-3.74, -2.23, 0.52], [-0.35, -1.60, 1.53], [3.63, 0.83, -1.13], [-2.29, -0.48, -2.19], [-3.18, -2.98, 0.77], [3.92, -0.39, 0.99], [2.71, -1.56, 0.47], [-1.03, -3.07, -1.06], [-1.56, 3.47, -3.95], [-0.72, 2.28, 1.88], [0.67, 2.35, -2.05], [0.79, 0.19, 3.10], [-0.50, 1.37, 1.56], [4.20, -1.48, -0.37], [-1.81, 0.28, 0.20], [0.44, -4.68, 1.27], [-0.02, -3.89, 1.62], [2.70, -0.28, -1.94], [-1.86, -3.43, -0.74], [-1.59, -1.66, -2.97], [-1.57, -3.54, 0.17], [-1.62, 2.44, 1.63], [-0.67, 3.48, -3.63], [2.84, 0.07, -0.93], [-0.47, -0.03, 0.67], [2.33, 1.93, 4.31], [-1.99, -0.80, -3.03], [2.67, 1.25, 3.05], [1.62, 0.70, -0.33], [0.44, -0.25, -0.40], [-0.12, 0.06, -1.28], [1.87, 0.97, 0.72], [-0.09, 1.61, -2.36], [1.39, 2.04, -0.92], [0.74, -1.30, -0.52], [3.08, 1.74, 3.75], [-3.41, -2.17, -0.39], [-0.88, -1.85, 3.00], [-3.30, -0.16, 0.27], [0.80, 3.46, -2.54]]
}

=====

Record 3
{
  "formula": "C48H37Cl5GeN5O2Ti",
  "method": "ωB97M-V/def2-TZVPD",
  "spin_multiplicity": 3,
  "total_charge": 1,
  "molar_mass_g_mol": 1013.6,
  "orbital_gap_ev": [5.550, 5.795],
  "fmax_ev_per_a": 3.5,
  "de_lowest_kj_mol": 48.6,
  "species": ["Cl", "C", "C", "N", "H", "C", "C", "C", "Ti", "H", "C", "C", "C", "H", "C", "C", "C", "C", "H", "H", "O", "H", "H", "C", "H", "H", "H", "H", "C", "H", "C", "H", "N", "C", "Ge", "C", "C", "C", "Cl", "H", "C", "C", "N", "H", "C", "C", "C", "H", "H", "C", "C", "Cl", "C", "H", "C", "C", "H", "C", "H", "H", "C", "C", "H", "C", "H", "H", "Cl", "C", "C", "H", "C", "H", "C", "C", "H", "C", "H", "C", "C", "H", "C", "H", "C", "Cl", "C", "C", "C", "N", "H", "H", "H", "N", "H", "H", "O", "H", "H", "C", "C"],
  "coordinates": [[9.62, -11.93, -17.29], [12.90, -16.14, -12.47], [11.18, -13.64, -8.69], [6.98, -20.29, -15.21], [9.41, -10.05, -10.20], [7.70, -10.88, -12.55], [11.62, -9.19, -13.13], [6.61, -11.47, -11.90], [10.84, -13.74, -12.17], [6.97, -13.31, -8.49], [13.89, -10.01, -12.96], [7.58, -14.17, -8.69], [7.81, -15.11, -7.70], [8.69, -9.35, -8.00], [12.56, -10.04, -12.50], [12.95, -15.78, -11.08], [12.22, -14.38, -9.28], [10.63, -9.63, -7.07], [13.61, -16.34, -10.42], [6.13, -17.80, -15.53], [12.85, -14.45, -4.30], [9.04, -15.97, -12.26], [9.25, -20.26, -13.76], [10.51, -12.84, -14.91], [14.64, -10.61, -12.44], [7.33, -21.23, -15.05], [10.38, -16.22, -11.36], [6.00, -13.00, -10.54], [8.92, -11.55, -12.50], [9.68, -17.30, -9.51], [9.13, -12.73, -11.76], [7.34, -15.00, -6.72], [12.16, -14.81, -10.61], [12.21, -11.93, -16.41], [12.05, -11.51, -11.26], [13.15, -14.64, -7.02], [8.08, -13.18, -10.94], [11.45, -10.55, -9.61], [12.63, -11.08, -17.84], [7.62, -9.96, -13.11], [11.97, -8.42, -14.22], [7.69, -16.84, -14.45], [8.87, -16.92, -13.78], [13.59, -7.72, -15.45], [7.59, -19.21, -14.71], [13.71, -17.32, -14.48], [12.03, -14.01, -6.45], [13.30, -10.99, -8.67], [6.08, -20.21, -15.68], [12.60, -16.77, -15.18], [10.86, -12.27, -16.15], [14.20, -13.30, -13.17], [9.72, -9.64, -8.13], [5.61, -11.06, -12.02], [8.58, -16.24, -7.98], [11.05, -13.56, -7.31], [12.42, -16.86, -16.24], [13.23, -12.31, -15.49], [14.43, -17.98, -14.95], [14.12, -15.25, -8.85], [9.42, -18.14, -13.62], [13.84, -16.98, -13.13], [13.93, -15.04, -6.36], [13.30, -8.38, -14.65], [10.43, -13.18, -9.33], [15.26, -9.23, -14.39], [14.88, -11.98, -15.87], [12.87, -12.84, -14.24], [7.04, -17.93, -14.96], [13.43, -12.03, -10.76], [8.90, -15.44, -10.25], [10.31, -9.30, -6.08], [9.09, -16.43, -9.27], [11.93, -10.11, -7.26], [10.10, -13.19, -6.94], [11.49, -12.97, -13.91], [10.59, -9.15, -12.76], [11.72, -15.98, -14.45], [8.81, -19.30, -13.99], [8.78, -16.99, -7.23], [12.32, -10.58, -8.52], [14.69, -17.31, -12.54], [8.17, -14.28, -9.97], [8.90, -13.59, -14.70], [12.00, -13.92, -4.99], [6.83, -12.56, -11.07], [13.27, -14.77, -8.40], [9.61, -15.57, -11.49], [9.75, -11.13, -13.08], [10.41, -12.67, -4.93], [12.64, -10.17, -6.44], [11.83, -15.63, -13.17], [10.86, -15.58, -14.98], [7.25, -15.85, -14.56], [10.98, -13.23, -4.36], [11.21, -7.82, -14.71], [10.39, -18.19, -13.12], [10.13, -10.09, -9.38], [14.25, -9.20, -14.03]]
}

=====

Record 4
{
  "formula": "C39H33AsBrF6N5O5SSeW",
  "method": "ωB97M-V/def2-TZVPD",
  "spin_multiplicity": 2,
  "total_charge": 1,
  "molar_mass_g_mol": 1215.4,
  "orbital_gap_ev": [5.014, 5.025],
  "fmax_ev_per_a": 2.0,
  "de_lowest_kj_mol": 347.6,
  "species": ["C", "H", "H", "C", "H", "C", "C", "C", "C", "C", "C", "C", "F", "C", "H", "C", "H", "H", "C", "C", "C", "H", "F", "C", "C", "F", "C", "C", "C", "C", "C", "C", "N", "H", "H", "H", "C", "C", "O", "H", "H", "H", "H", "H", "F", "C", "O", "C", "H", "H", "O", "N", "W", "H", "N", "C", "N", "C", "C", "H", "C", "Se", "C", "H", "C", "O", "H", "H", "H", "F", "H", "As", "H", "H", "Br", "N", "H", "H", "F", "C", "O", "S", "H", "H", "C", "C", "C", "H", "H", "C", "H", "C", "C"],
  "coordinates": [[-5.55, -3.03, 1.06], [0.23, 1.67, 6.89], [3.86, 0.89, -1.10], [2.92, 0.92, -1.65], [1.86, -4.70, -5.74], [-5.35, -4.04, 0.13], [-3.12, 1.34, 1.94], [0.84, -1.95, -4.43], [1.76, -4.27, -4.74], [-1.44, 2.28, -1.36], [2.73, 2.25, -2.42], [0.77, -2.11, -0.73], [2.77, 5.10, 1.86], [-1.41, 1.08, 3.49], [0.12, 0.08, -4.24], [-2.17, 1.68, 4.51], [-6.20, -4.56, -0.29], [1.80, -1.25, 4.79], [-1.96, 3.25, -2.15], [-1.55, 1.87, 5.77], [2.74, -2.84, 3.73], [-4.97, 2.15, 2.65], [0.32, 4.79, 1.80], [-3.16, -2.73, 1.22], [-0.11, 0.57, 3.72], [0.49, 2.26, 1.87], [-0.26, 1.48, 5.95], [-3.48, 2.06, 4.19], [3.23, -0.82, -5.27], [-1.63, 3.42, 0.59], [1.92, -1.70, 3.82], [1.60, -3.22, -0.91], [-1.23, 2.29, -0.06], [-3.01, 6.19, -1.64], [3.93, -2.82, -5.47], [0.79, -4.58, -4.35], [1.28, -1.21, 2.71], [2.15, -0.01, -4.92], [-2.82, 5.42, -2.19], [3.20, 3.06, -1.87], [2.98, -4.55, 0.02], [2.54, -4.73, -4.13], [-1.96, -4.04, 0.02], [1.64, -3.68, -1.89], [2.97, 2.63, 1.95], [1.78, 0.74, -0.73], [1.02, 2.30, -4.80], [2.93, -3.50, 2.55], [3.24, -3.19, 4.62], [-4.10, 2.52, 4.95], [3.09, 2.03, -6.20], [0.66, -1.50, 0.44], [-0.25, 0.49, 0.78], [0.16, -1.73, -1.54], [0.41, -0.13, 2.62], [-2.17, 4.48, -0.08], [3.25, 2.24, -3.78], [2.25, -3.06, 1.40], [-2.97, -3.76, 0.29], [-1.49, 3.44, 1.65], [-4.46, -2.36, 1.59], [-1.72, -1.89, 2.06], [0.96, -0.56, -4.50], [2.87, 0.08, -2.35], [1.90, -2.78, -4.78], [0.59, 0.63, -1.17], [-3.45, 1.22, 0.92], [-2.07, 3.15, -3.22], [3.58, -4.36, 2.48], [1.66, 3.61, 0.15], [1.67, 2.48, -2.51], [1.71, 3.78, 1.88], [4.15, -0.37, -5.63], [-6.55, -2.75, 1.36], [-2.09, -0.46, -0.78], [-1.88, 0.97, 2.21], [-4.60, -1.56, 2.31], [4.24, 2.14, -3.93], [1.53, 3.70, 3.58], [-3.96, 1.87, 2.92], [1.83, 0.70, 0.53], [2.32, 1.75, -5.03], [-2.44, 5.37, 0.47], [1.51, 0.60, 5.11], [0.48, 0.84, 4.93], [-2.32, 4.41, -1.48], [2.33, -3.69, 0.14], [-2.12, 2.34, 6.56], [-3.92, -5.20, -0.97], [1.42, -1.93, 1.50], [-0.11, -2.39, -4.14], [-4.06, -4.40, -0.25], [3.10, -2.19, -5.19]]
}

=====

Please write out number 2 again, unchanged.
{
  "formula": "C5H30NO12",
  "method": "ωB97M-V/def2-TZVPD",
  "total_charge": -1,
  "molar_mass_g_mol": 296.3,
  "orbital_gap_ev": 9.043,
  "fmax_ev_per_a": 2.8,
  "de_lowest_kj_mol": 276.4,
  "species": ["H", "H", "O", "H", "H", "H", "O", "C", "O", "H", "H", "H", "H", "H", "H", "H", "O", "O", "C", "O", "H", "H", "H", "O", "H", "H", "O", "H", "H", "H", "H", "C", "O", "H", "O", "H", "C", "C", "H", "H", "H", "N", "H", "O", "H", "H", "H", "O"],
  "coordinates": [[0.39, 0.99, 3.44], [0.35, 0.17, 2.23], [-2.70, 0.33, -0.32], [-0.10, -5.45, 1.15], [2.07, 2.79, -0.74], [-2.13, 3.17, -3.27], [-0.46, -2.28, 2.25], [3.47, -0.84, 0.11], [-3.74, -2.23, 0.52], [-0.35, -1.60, 1.53], [3.63, 0.83, -1.13], [-2.29, -0.48, -2.19], [-3.18, -2.98, 0.77], [3.92, -0.39, 0.99], [2.71, -1.56, 0.47], [-1.03, -3.07, -1.06], [-1.56, 3.47, -3.95], [-0.72, 2.28, 1.88], [0.67, 2.35, -2.05], [0.79, 0.19, 3.10], [-0.50, 1.37, 1.56], [4.20, -1.48, -0.37], [-1.81, 0.28, 0.20], [0.44, -4.68, 1.27], [-0.02, -3.89, 1.62], [2.70, -0.28, -1.94], [-1.86, -3.43, -0.74], [-1.59, -1.66, -2.97], [-1.57, -3.54, 0.17], [-1.62, 2.44, 1.63], [-0.67, 3.48, -3.63], [2.84, 0.07, -0.93], [-0.47, -0.03, 0.67], [2.33, 1.93, 4.31], [-1.99, -0.80, -3.03], [2.67, 1.25, 3.05], [1.62, 0.70, -0.33], [0.44, -0.25, -0.40], [-0.12, 0.06, -1.28], [1.87, 0.97, 0.72], [-0.09, 1.61, -2.36], [1.39, 2.04, -0.92], [0.74, -1.30, -0.52], [3.08, 1.74, 3.75], [-3.41, -2.17, -0.39], [-0.88, -1.85, 3.00], [-3.30, -0.16, 0.27], [0.80, 3.46, -2.54]]
}